A cluster of 7 separate species, C39H48FNO11 in total at a distorted geometry, computed with ωB97M-V/def2-TZVPD.

E_HOMO (alpha / beta) ... -9.008 / -9.035 eV
Strongest force on any atom ... 9.32 eV/Å
DFT total energy ... -67937.0997 eV
Frontier orbital gap (alpha / beta) ... 2.2 / 2.1 eV

ORCA input file:
```
! RIJCOSX wB97M-V def2-TZVPD def2/J DEFGRID3
* xyz 1 2
F -0.71 0.13 -0.48
O -0.27 3.04 6.99
O -0.86 -2.11 1.57
O -2.73 1.42 0.46
O 1.20 0.35 1.53
O 3.76 5.18 -3.36
O -0.68 2.89 1.49
O -0.80 2.34 -2.02
O 0.51 -1.80 -2.00
O 5.95 2.35 -0.20
O 2.52 -0.72 -6.88
O -7.40 0.79 3.21
N -0.51 -2.96 0.51
C 0.34 3.09 -2.29
C 0.92 -1.51 -3.21
C 2.05 -2.26 -5.16
C -0.40 2.97 5.61
C 2.01 -0.95 -5.65
C -1.60 -3.65 -0.30
C 2.26 0.84 0.98
C 0.04 -5.54 -0.83
C 1.38 3.32 -1.37
C -5.25 -0.10 2.61
C 0.51 3.72 4.82
C 2.61 4.57 -2.98
C 4.16 2.39 1.24
C 2.57 3.97 -1.77
C 1.92 -2.64 1.07
C 1.46 -2.54 -3.97
C -1.65 2.37 3.70
C -3.85 1.23 1.26
C 2.95 1.88 1.69
C 1.53 4.55 -3.89
C 0.32 3.74 3.43
C -1.52 2.32 5.08
C 0.67 -4.55 2.21
C -2.42 -2.62 -1.15
C 0.81 -3.64 0.87
C 3.99 0.94 -0.77
C 0.41 3.78 -3.53
C -6.21 0.92 2.61
C 1.18 -4.60 -0.29
C 4.72 1.84 0.07
C 2.74 0.44 -0.31
C -4.03 0.04 1.97
C -4.77 2.27 1.36
C -2.61 -4.44 0.63
C -0.69 2.98 2.84
C -5.88 2.10 2.02
C -0.96 -4.54 -1.38
C 1.62 0.15 -4.83
C 0.99 -0.21 -3.63
H -1.67 -5.16 -1.91
H -3.07 -3.70 1.28
H -3.28 -3.17 -1.54
H -2.22 1.79 5.71
H 1.57 1.17 -5.16
H -3.49 -4.68 0.03
H 4.29 0.90 -1.80
H -1.78 -2.08 -1.85
H 1.57 -5.04 2.55
H 0.58 0.47 -2.89
H 2.87 -3.12 1.31
H -5.59 -1.01 3.09
H 2.14 -0.16 -0.98
H 1.02 4.10 2.69
H 4.59 4.86 -3.01
H 1.76 -2.10 2.00
H 2.42 -3.11 -5.71
H 0.14 -0.98 -1.68
H -4.61 3.16 0.78
H 1.35 4.28 5.21
H 4.68 3.15 1.80
H -2.88 -1.94 -0.43
H -0.60 1.80 -1.25
H 1.67 -4.13 -1.14
H -2.50 1.81 3.34
H 0.42 -6.08 -1.69
H 2.01 -5.25 -0.01
H 5.91 2.71 -1.09
H 1.87 -1.98 0.20
H 1.58 5.07 -4.84
H -3.33 -0.78 1.86
H -2.41 -5.22 1.37
H 2.27 0.15 -7.21
H -1.45 2.40 1.20
H -2.14 0.74 0.15
H 0.03 -5.42 2.10
H -0.27 -6.25 -0.07
H -7.80 1.64 3.40
H 3.39 4.06 -1.07
H 0.45 0.29 0.93
H 1.33 -3.50 -3.49
H -0.51 -3.87 -2.12
H 0.62 3.08 7.34
H 2.46 2.22 2.59
H -0.39 3.66 -4.24
H -6.65 2.85 2.00
H 0.26 -4.04 3.08
H 1.13 2.91 -0.40
*
```

Results of the Mulliken charge analysis, in e, for atoms 1 through 2: number 1, F, carries -0.3547; number 2, O, carries -0.5663